{"formula": "C63H50N2O38", "method": "ωB97M-V with the def2-TZVPD basis set", "total_energy_ha": -5399.30794, "largest_force_ha_per_bohr": 0.0809, "multiplicity": 1, "smiles": "O=C1C=C(O)C(=O)C=C1O.O=C1C=C(O)C(=O)C=C1O.O=C1C=C(O)C(=O)C=C1O.O=C1C=C(O)C(=O)C=C1O.O=C1C=C(O)C(=O)C=C1O.O=C1C=C(O)C(=O)C=C1O.O=C1C=C(O)C(=O)C=C1O.O=C1C=C(O)C(=O)C=C1O.O=C1C=C(O)C(=O)C=C1O.NC(=O)OCCCCn1cccc1", "orbital_gap_ev": 6.52, "elements": ["N", "C", "O", "O", "C", "C", "C", "C", "N", "C", "C", "C", "C", "H", "H", "H", "H", "H", "H", "H", "H", "H", "H", "H", "H", "H", "H", "C", "C", "C", "O", "C", "C", "C", "O", "O", "O", "H", "H", "H", "H", "C", "C", "C", "O", "C", "C", "C", "O", "O", "O", "H", "H", "H", "H", "C", "C", "C", "O", "C", "C", "C", "O", "O", "O", "H", "H", "H", "H", "C", "C", "C", "O", "C", "C", "C", "O", "O", "O", "H", "H", "H", "H", "C", "C", "C", "O", "C", "C", "C", "O", "O", "O", "H", "H", "H", "H", "C", "C", "C", "O", "C", "C", "C", "O", "O", "O", "H", "H", "H", "H", "C", "C", "C", "O", "C", "C", "C", "O", "O", "O", "H", "H", "H", "H", "C", "C", "C", "O", "C", "C", "C", "O", "O", "O", "H", "H", "H", "H", "C", "C", "C", "O", "C", "C", "C", "O", "O", "O", "H", "H", "H", "H"], "xyz": [[0.48379, -4.48357, -4.70698], [-0.90254, -4.24929, -4.56913], [-1.72192, -4.96112, -5.11414], [-1.18514, -3.20522, -3.77105], [-2.44179, -2.57873, -4.08952], [-2.20603, -1.06108, -4.07644], [-1.05836, -0.62582, -5.00739], [0.08879, -0.05221, -4.13824], [1.35501, -0.75881, -4.26585], [1.77102, -1.40435, -3.17402], [2.94395, -1.97866, -3.51480], [3.19127, -1.65385, -4.89626], [2.17345, -0.86917, -5.30672], [0.81963, -4.70804, -3.77134], [0.54794, -5.36330, -5.20716], [-3.14699, -2.77937, -3.28879], [-2.80882, -2.81374, -5.08180], [-3.13399, -0.63422, -4.47031], [-2.10906, -0.68640, -3.05810], [-1.42443, 0.18387, -5.63542], [-0.71455, -1.46253, -5.60985], [-0.17625, -0.17359, -3.09322], [0.23757, 1.01675, -4.30327], [1.26113, -1.44983, -2.22862], [3.56615, -2.59050, -2.88841], [4.02238, -1.98930, -5.48608], [2.03076, -0.41924, -6.26897], [3.18658, 3.68668, -2.48149], [3.33834, 2.37591, -2.26468], [3.30404, 1.79722, -0.87564], [3.42853, 0.59498, -0.73500], [3.12628, 2.71473, 0.24312], [2.97587, 4.02729, 0.01873], [2.98437, 4.59298, -1.37035], [2.82627, 5.79515, -1.51546], [2.80913, 4.90391, 1.00550], [3.52150, 1.51756, -3.26247], [3.20402, 4.11102, -3.47714], [3.12013, 2.29342, 1.23870], [2.72379, 5.77431, 0.57174], [3.59717, 0.62401, -2.86458], [-2.17101, 6.92351, -2.09773], [-0.96927, 6.33128, -2.15791], [-0.70530, 5.01849, -1.47659], [0.40249, 4.52969, -1.59547], [-1.78154, 4.40583, -0.71492], [-2.98277, 5.00269, -0.65397], [-3.25401, 6.30084, -1.35916], [-4.37064, 6.78242, -1.27705], [-3.99938, 4.50052, 0.02378], [0.05057, 6.86402, -2.81766], [-2.37544, 7.86658, -2.58444], [-1.57197, 3.46960, -0.21479], [-4.73408, 5.12810, -0.10838], [0.80578, 6.24767, -2.70791], [-0.23064, -2.71386, 1.65040], [-0.58020, -3.69399, 2.49705], [-0.86038, -5.09072, 2.00728], [-1.15895, -5.95415, 2.81431], [-0.76738, -5.34429, 0.58421], [-0.41950, -4.36279, -0.25705], [-0.11427, -2.98105, 0.23307], [0.21902, -2.13193, -0.57680], [-0.32616, -4.56187, -1.56363], [-0.69383, -3.48184, 3.79971], [-0.02293, -1.70762, 1.98627], [-0.98711, -6.34557, 0.24064], [-0.06576, -3.69938, -1.94942], [-0.93692, -4.33835, 4.21199], [3.56911, 7.12078, -6.28310], [4.12185, 7.61829, -7.39816], [4.58089, 6.72603, -8.51684], [5.05764, 7.23846, -9.51189], [4.43570, 5.28833, -8.35124], [3.88648, 4.79089, -7.23509], [3.40342, 5.68693, -6.12967], [2.89484, 5.17700, -5.14612], [3.73765, 3.48443, -7.04211], [4.29556, 8.92059, -7.58254], [3.23296, 7.75211, -5.47256], [4.78516, 4.65562, -9.15462], [3.31935, 3.38484, -6.16567], [4.70933, 9.01176, -8.46244], [-3.94018, 7.78830, 2.61107], [-3.86101, 6.47143, 2.84589], [-3.99692, 5.91104, 4.23568], [-3.94003, 4.70243, 4.39956], [-4.18919, 6.83990, 5.33425], [-4.26373, 8.15701, 5.09827], [-4.15669, 8.71646, 3.70910], [-4.25077, 9.91917, 3.55804], [-4.43683, 9.04094, 6.07039], [-3.66034, 5.59627, 1.85617], [-3.84718, 8.20478, 1.61715], [-4.26841, 6.42647, 6.33020], [-4.45795, 9.91511, 5.63490], [-3.63914, 4.71733, 2.28098], [0.34562, 1.71264, 4.59267], [0.55067, 0.67017, 5.41133], [-0.31331, 0.43082, 6.61737], [-0.08737, -0.54201, 7.31231], [-1.37477, 1.37922, 6.89695], [-1.58119, 2.42617, 6.08337], [-0.73308, 2.65263, 4.86118], [-0.97555, 3.60865, 4.14688], [-2.53839, 3.31123, 6.31244], [1.52331, -0.21083, 5.20760], [0.95984, 1.89330, 3.72118], [-1.97816, 1.20558, 7.77650], [-2.48522, 3.96945, 5.58810], [1.45010, -0.85946, 5.93542], [1.73115, -8.33196, 6.32924], [2.27929, -7.83388, 7.44496], [1.80942, -6.54010, 8.04293], [2.33281, -6.14706, 9.06817], [0.74772, -5.81279, 7.36036], [0.20160, -6.30800, 6.24341], [0.65315, -7.61745, 5.65874], [0.10994, -8.02912, 4.65280], [-0.77149, -5.66546, 5.59076], [3.26559, -8.45057, 8.08820], [2.05945, -9.26370, 5.89044], [0.43003, -4.87320, 7.79116], [-0.99718, -6.23184, 4.81681], [3.47574, -7.88604, 8.85637], [-4.01365, 0.25664, 1.26158], [-3.24169, -0.47346, 0.44590], [-3.74853, -1.73480, -0.19808], [-3.00239, -2.34198, -0.94651], [-5.09986, -2.16864, 0.10649], [-5.87148, -1.43990, 0.92594], [-5.37670, -0.16417, 1.54874], [-6.13033, 0.46241, 2.26864], [-7.11058, -1.79693, 1.23451], [-1.98823, -0.12673, 0.15926], [-3.66292, 1.16622, 1.72922], [-5.44515, -3.08601, -0.34935], [-7.44545, -1.10425, 1.83631], [-1.64421, -0.81349, -0.44684], [2.67218, -7.95882, 1.20823], [2.90018, -9.21549, 0.80190], [3.37012, -9.52025, -0.59268], [3.57796, -10.67951, -0.89708], [3.54950, -8.40894, -1.51508], [3.31837, -7.15376, -1.10925], [2.87508, -6.84826, 0.29275], [2.69816, -5.68490, 0.60628], [3.46627, -6.10809, -1.91742], [2.72742, -10.26107, 1.60064], [2.33524, -7.72725, 2.20945], [3.87089, -8.64152, -2.52043], [3.24037, -5.32314, -1.38230], [2.96073, -11.04481, 1.06697]], "atomic_forces_ev_per_a": [[-0.77, -0.36, 0.87], [0.09, -1.50, -0.49], [0.14, 1.06, 0.10], [0.02, -0.17, -1.00], [0.02, 1.79, 0.89], [-0.67, -0.48, -0.85], [0.00, 0.77, 1.21], [0.16, -0.07, -0.72], [-3.58, 1.89, 0.98], [1.05, -0.75, 0.58], [1.53, -0.75, -0.89], [1.18, -0.96, 1.02], [0.56, -0.16, -0.90], [0.56, 0.53, -0.07], [0.06, 0.07, -0.24], [-0.20, -0.55, -0.25], [0.10, -0.71, 0.09], [-0.11, -0.01, 0.20], [0.20, -0.02, 0.01], [0.05, -0.19, -0.34], [0.11, 0.07, -0.12], [-0.03, 0.16, 0.04], [0.00, 0.01, -0.17], [-0.20, 0.31, -0.25], [0.13, -0.07, 0.10], [0.17, 0.03, -0.10], [-0.36, 0.20, -0.06], [0.07, 0.20, -0.01], [0.00, 0.10, -0.20], [-0.04, 0.04, 0.42], [0.04, 0.03, -0.28], [0.02, -0.07, -0.12], [0.01, -0.36, 0.38], [0.17, 0.03, -0.57], [0.14, 0.07, 0.42], [-0.03, 0.24, -0.29], [0.02, -0.30, 0.35], [-0.03, -0.09, 0.23], [-0.01, 0.02, 0.00], [-0.02, 0.03, 0.03], [-0.08, -0.06, -0.17], [-0.21, 0.01, 0.07], [-0.10, 0.47, -0.25], [-0.27, -0.35, 0.31], [-0.27, -0.01, -0.13], [0.16, 0.05, -0.03], [0.25, -0.50, -0.01], [0.23, 0.46, -0.30], [-0.10, -0.27, 0.25], [-0.37, -0.97, -2.02], [0.10, -0.48, 0.19], [0.03, 0.00, -0.02], [-0.02, 0.00, 0.00], [-0.09, 0.01, 0.08], [0.13, 0.15, -0.01], [-0.01, 0.10, -0.18], [0.10, 0.46, 0.09], [0.00, -0.21, -0.39], [-0.06, 0.21, 0.20], [-0.09, -0.14, 0.19], [-0.13, -0.60, -0.03], [0.08, 0.25, 0.52], [-0.23, -0.14, -0.20], [0.41, 0.44, 0.12], [-0.16, -0.49, -0.17], [0.02, 0.00, 0.05], [0.01, 0.01, -0.02], [-0.24, 0.03, -0.13], [0.17, 0.37, 0.20], [-0.07, -0.13, 0.11], [-0.18, 0.15, 0.42], [0.07, -0.49, -0.19], [-0.04, 0.31, 0.16], [0.04, 0.15, -0.08], [0.19, -0.20, -0.39], [-0.02, 0.49, 0.12], [-0.03, -0.18, -0.35], [-0.18, 0.21, 0.34], [0.14, -0.14, -0.34], [0.00, 0.02, -0.01], [-0.01, -0.02, 0.01], [0.02, -0.12, 0.01], [0.00, 0.07, -0.01], [-0.02, 0.11, 0.06], [0.11, 0.24, -0.34], [-0.11, 0.13, 0.44], [0.07, 0.15, -0.55], [0.05, -0.17, -0.06], [0.00, -0.31, 0.40], [0.06, -0.07, -0.53], [-0.03, 0.06, 0.34], [0.00, 0.26, -0.30], [0.11, 1.04, 2.47], [-0.01, -0.03, -0.01], [-0.02, 0.02, 0.01], [-0.02, 0.05, 0.05], [0.04, -0.07, -0.17], [-0.12, 0.10, -0.01], [0.19, 0.22, -0.45], [-0.44, 0.22, 0.27], [0.32, -0.18, -0.17], [0.12, -0.17, 0.00], [-0.20, -0.17, 0.50], [0.39, -0.15, -0.29], [-0.21, 0.06, 0.21], [0.46, 0.15, -0.32], [-0.17, -0.17, 0.34], [0.00, -0.02, 0.01], [-0.03, 0.03, -0.01], [-0.37, -0.10, 0.04], [0.03, -0.02, -0.05], [-0.10, 0.06, -0.10], [0.06, -0.39, -0.30], [-0.27, 0.39, -0.01], [0.18, -0.25, -0.03], [0.09, 0.01, 0.10], [0.01, 0.48, 0.40], [0.26, -0.38, 0.01], [-0.16, 0.25, 0.01], [0.01, -0.76, -0.28], [-0.06, 0.32, 0.23], [0.00, -0.01, 0.02], [-0.02, 0.00, -0.01], [-0.05, 0.03, -0.03], [0.04, -0.04, 0.04], [-0.17, 0.01, 0.08], [0.15, 0.42, 0.22], [-0.35, -0.21, 0.04], [0.26, 0.12, 0.07], [0.17, -0.03, -0.10], [-0.01, -0.41, -0.26], [0.42, 0.36, 0.08], [-0.25, -0.25, -0.05], [0.04, 0.35, 0.20], [-0.25, -0.37, -0.23], [0.02, 0.00, -0.02], [-0.03, 0.00, 0.01], [-0.07, -0.02, 0.01], [0.22, 0.05, 0.04], [0.00, 0.20, -0.03], [-0.16, 0.24, 0.39], [0.12, 0.17, -0.47], [-0.10, -0.08, 0.31], [0.00, -0.16, 0.04], [0.13, -0.23, -0.40], [-0.13, -0.22, 0.47], [0.01, 0.18, -0.30], [-0.15, 0.18, 0.32], [0.14, -0.18, -0.33], [-0.02, -0.04, 0.00], [0.01, 0.03, 0.00], [0.04, 0.06, -0.03], [-0.01, -0.05, 0.04]]}